Entry 1:
A 12-piece molecular cluster, C25H74O19 overall at a distorted geometry. Source: OMol25; level of theory: ωB97M-V/def2-TZVPD.

XYZ file:
```
118
Properties=species:S:1:pos:R:3:forces:R:3:mulliken_charge:R:1
C 3.3609 0.3830 3.4384 -0.66 -0.93 -1.07 -0.365
C 2.3283 1.2201 4.1402 -1.31 0.98 -0.58 0.300
O 2.2859 1.0066 5.5259 0.67 0.93 -0.06 -0.597
H 3.0727 -0.6728 3.6148 0.29 0.40 -0.11 -0.195
H 4.3873 0.5295 3.7488 0.13 0.24 0.25 0.473
H 3.2779 0.5542 2.3383 0.20 -0.13 0.64 0.043
H 1.3045 1.0327 3.6837 1.02 -0.13 0.35 -0.241
H 2.4749 2.2985 3.9471 0.26 -0.32 0.27 0.296
H 1.7329 0.2469 5.6620 -0.56 -0.91 0.36 0.472
C -0.0078 -0.0101 -4.9438 -0.09 0.12 0.07 -0.095
C 0.7237 -1.3613 -4.8392 1.08 1.65 -1.96 -0.491
O 0.8264 -1.8652 -3.5959 -1.69 -2.01 2.15 -0.484
H -1.0889 -0.0194 -4.7510 0.15 -0.50 -0.10 -0.136
H 0.1256 0.4280 -5.9380 0.06 -0.05 0.10 0.439
H 0.3700 0.6963 -4.2011 0.33 0.00 -0.06 -0.248
H 1.7638 -1.2561 -5.2393 -0.71 0.17 -0.16 0.291
H 0.2377 -2.1140 -5.4249 -0.42 -0.35 -0.65 0.452
H 1.5206 -1.4923 -3.0799 0.99 0.88 0.32 0.338
C -3.8101 -0.6596 2.5251 -0.89 0.63 -0.12 -1.061
C -3.0698 -1.5722 1.5171 -0.50 1.14 0.02 0.595
O -1.9360 -2.1430 2.1020 0.87 -0.24 -0.07 -0.489
H -4.6304 -0.0804 2.0368 0.46 -0.49 0.05 0.371
H -3.1729 0.1293 2.9592 0.16 -0.50 -0.33 0.057
H -4.2975 -1.1561 3.3839 0.40 -0.29 -0.50 0.348
H -2.7620 -0.9828 0.6412 -0.06 0.26 0.16 -0.459
H -3.7080 -2.3368 1.0667 -0.14 -0.21 0.51 0.448
H -1.1950 -1.5428 1.8812 -0.26 -0.26 0.32 -0.146
C -1.1572 3.6932 -4.1295 -1.04 -0.15 -0.68 -1.404
C -1.9855 2.7695 -3.2526 -0.38 0.12 -0.77 1.159
O -3.2664 2.5065 -3.9164 1.30 0.22 0.90 -0.678
H -0.9228 3.1157 -5.0121 0.40 -0.10 -0.39 0.352
H -0.2414 4.0858 -3.6994 -0.01 -0.05 0.28 0.203
H -1.8029 4.4944 -4.5085 0.22 0.15 0.33 0.387
H -2.1147 3.2150 -2.2624 -0.28 -0.14 0.12 0.119
H -1.4506 1.8251 -3.1777 0.03 -0.15 0.42 -0.543
H -3.5988 1.7299 -3.4388 -0.18 0.06 -0.07 0.332
C 1.0395 -1.1565 0.2586 0.40 0.57 0.19 -1.369
C 0.6906 0.2923 0.5446 -0.25 -0.08 0.77 1.106
C 0.0002 0.9503 -0.6425 0.36 -0.58 -0.49 0.532
O -0.1769 0.1914 1.7149 -0.06 0.68 -0.41 1.039
H 0.1527 -1.6240 -0.1665 0.02 -0.34 0.11 0.055
H 1.3902 -1.6321 1.1878 -0.20 -0.04 -0.40 0.274
H 1.8379 -1.1779 -0.4729 0.24 -0.21 -0.26 0.254
H 1.6080 0.8773 0.8295 -0.68 -0.39 -0.17 -0.337
H -0.7751 0.2911 -1.0801 0.32 0.30 0.30 -0.521
H 0.7547 1.1542 -1.4182 -0.28 -0.20 0.09 -0.008
H -0.4356 1.9037 -0.4042 -0.25 0.46 0.27 -0.357
H -0.8491 0.9104 1.7150 0.26 -0.38 -0.19 -0.512
C -0.6819 -1.1137 5.1436 -0.59 -0.58 0.10 0.411
C -1.5061 -2.4037 5.3564 0.32 -0.29 0.18 -0.315
O -1.6076 -2.7271 6.7518 0.38 -0.88 -0.93 -0.538
O 0.6258 -1.2146 5.7400 -0.58 -0.18 -0.26 -0.574
H -1.2467 -0.3814 5.7209 0.36 0.59 -0.16 0.287
H -0.5793 -0.8127 4.0832 -0.34 -0.21 0.50 -0.435
H -0.9880 -3.2461 4.8997 0.16 -0.13 0.01 0.286
H -2.5081 -2.4343 4.8961 0.40 0.68 -0.01 0.179
H -1.8422 -1.9637 7.2546 -0.27 0.89 0.39 0.316
H 0.9787 -2.0755 5.4842 0.09 0.06 0.09 0.315
C 4.1099 -3.5908 1.3978 0.06 -0.40 0.58 -0.310
C 4.5128 -5.0000 1.8654 0.20 0.23 -0.47 -0.419
O 3.3839 -5.8166 2.1567 -0.04 0.17 -0.51 -0.535
O 3.3767 -2.9853 2.4904 0.40 0.08 -0.77 -0.432
H 3.4758 -3.7280 0.5418 -0.77 0.10 -0.34 0.136
H 4.9146 -2.9128 1.0434 -0.03 -0.66 0.49 0.435
H 5.0781 -4.9131 2.7805 0.63 0.12 0.25 0.273
H 5.1204 -5.5088 1.0838 -0.48 0.21 0.55 0.311
H 2.7954 -5.3379 2.7549 0.22 0.09 -0.07 0.310
H 3.9372 -2.2634 2.7888 -0.23 0.03 0.24 0.224
C -2.3628 3.3519 2.1615 -0.07 -0.99 1.91 -0.448
C -1.1981 3.5757 3.1951 -0.32 -2.26 -1.84 -0.380
O 0.0294 3.6633 2.4927 0.51 0.90 -0.01 -0.548
O -2.2519 2.0397 1.5256 0.19 1.21 -0.08 -0.249
H -2.4406 4.1485 1.4407 0.24 0.26 -0.34 0.330
H -3.2781 3.3264 2.7718 -0.04 0.14 -0.29 0.321
H -1.1212 2.6922 3.8634 -0.46 0.41 -0.13 0.137
H -1.3908 4.4467 3.8000 0.21 0.47 -0.07 0.467
H 0.3009 2.8152 2.1166 -0.39 0.02 0.35 0.244
H -2.5948 2.0997 0.6176 0.14 -0.09 0.43 0.072
C 0.5149 6.2480 -1.2974 -0.35 -0.39 0.63 -0.537
C 1.0478 4.9035 -0.8138 -1.04 -0.01 0.45 -0.034
O 1.9466 4.3001 -1.7050 0.28 0.02 0.03 -0.417
O 1.5270 7.1732 -1.5704 0.70 0.53 0.38 -0.555
H -0.1559 6.5978 -0.4956 -0.03 0.11 -0.26 0.387
H -0.0485 6.1889 -2.2205 -0.22 -0.48 -0.12 0.203
H 0.1654 4.2664 -0.7251 0.05 -0.27 -0.04 -0.101
H 1.4648 4.9560 0.2155 -0.07 0.25 -0.47 0.451
H 2.6979 4.8986 -1.6840 0.33 -0.02 -0.44 0.292
H 1.7672 7.5587 -0.7224 0.28 0.20 -0.13 0.335
C -1.9903 -4.9365 -0.7870 2.05 0.75 1.83 -0.327
C -0.7202 -4.3575 -1.4111 -0.64 0.49 -0.95 -0.312
O -1.1577 -3.1502 -2.0881 0.22 -0.64 -0.45 -0.001
O -2.7670 -5.5953 -1.7258 -0.83 0.38 -0.44 -0.596
H -2.4105 -4.0590 -0.2352 -0.55 -0.66 -0.54 -0.007
H -1.6992 -5.6506 0.0027 -0.22 0.04 -0.41 0.412
H -0.3407 -5.0933 -2.1334 0.13 0.18 0.11 0.308
H 0.0638 -4.0484 -0.7258 0.01 -0.40 0.49 0.188
H -0.5330 -2.9280 -2.8081 -0.04 0.07 0.54 0.184
H -3.0557 -4.9163 -2.3521 0.02 -0.24 0.00 0.352
C 3.6790 1.5645 -1.9712 1.52 -0.54 -0.52 0.356
C 3.4964 0.7605 -3.2418 -0.51 1.92 -0.09 -0.718
O 3.0236 -0.5023 -2.9256 0.71 -1.54 0.76 -0.538
O 4.6973 0.8252 -1.2016 -1.33 0.87 -0.17 -0.616
H 2.7358 1.7390 -1.4750 -0.11 -0.31 0.55 -0.190
H 4.0905 2.5309 -2.2289 0.09 0.39 -0.09 0.437
H 4.4480 0.7447 -3.7860 -0.14 -0.17 -0.07 0.377
H 2.7228 1.2835 -3.8500 0.54 -0.46 0.18 0.293
H 3.6817 -0.8821 -2.2992 -0.65 0.24 -0.50 0.269
H 4.8389 1.3718 -0.4213 0.22 -0.30 0.13 0.306
C -2.9963 -0.9394 -2.4462 -2.05 -1.30 -1.93 0.783
C -3.7639 -1.3973 -3.7452 1.87 -0.27 0.68 -0.763
O -5.1197 -1.4863 -3.4329 -0.83 0.80 0.39 -0.592
O -3.6237 0.2411 -2.0642 -1.50 1.49 1.20 -0.511
H -1.9757 -0.8064 -2.7089 0.92 0.54 0.02 -0.407
H -3.0641 -1.6635 -1.6669 0.03 -0.72 0.49 0.164
H -3.4798 -2.3970 -4.0837 0.74 0.19 -0.06 0.430
H -3.4797 -0.6314 -4.5046 -0.69 -0.42 0.14 0.168
H -5.5116 -2.1695 -3.9659 -0.30 -0.21 -0.22 0.350
H -4.5691 0.0522 -1.7855 1.72 0.07 -0.67 0.308
```
Forces are in eV/Å.

## Properties
Kohn-Sham gap: 10.02 eV
SMILES string: CC(C)O.OCCO.OCCO.OCCO.OCCO.OCCO.OCCO.OCCO.CCO.CCO.CCO.CCO

=====

Entry 2:
A 10-piece molecular cluster, C25H75N15O10 overall at a distorted geometry. Source: OMol25; level of theory: ωB97M-V/def2-TZVPD.

XYZ file:
```
125
Properties=species:S:1:pos:R:3:forces:R:3:mulliken_charge:R:1
C -4.4861 -15.1742 7.9525 0.03 -3.52 0.77 0.259
O -4.1876 -14.0378 7.9984 0.44 3.22 0.08 -0.640
N -4.5264 -15.8862 6.7469 -0.74 0.17 -0.98 -0.261
N -4.6763 -15.9838 9.0747 0.03 -1.03 -1.30 0.170
H -5.1564 -16.6806 6.6799 0.23 0.09 0.36 0.112
H -4.6843 -15.2665 5.9467 0.25 -0.21 0.56 0.292
H -4.3107 -15.6316 9.9484 0.01 -0.20 -0.12 0.155
H -4.4938 -16.9978 8.8953 -0.22 1.19 0.58 -0.106
C -9.1463 -22.4574 7.9192 0.69 1.56 0.99 0.508
O -8.6895 -22.7677 6.8456 0.43 -1.05 -1.56 -0.776
N -10.4592 -22.1870 8.0287 0.02 0.95 3.04 -0.411
N -8.3111 -22.1783 8.9766 -0.85 0.28 -1.46 -0.265
H -10.9492 -22.4957 7.2594 -1.58 -0.23 -1.64 0.236
H -10.8420 -21.5328 8.7312 0.37 -0.92 -0.94 0.206
H -7.3868 -22.4229 8.7275 1.30 -0.34 0.06 0.147
H -8.5824 -22.3341 9.9008 -0.51 -0.21 1.39 0.230
C -3.5572 -26.3531 8.3539 0.71 -2.44 -1.16 0.599
O -2.4180 -25.9010 8.5234 -1.32 -0.06 0.01 -0.750
N -3.7204 -27.5981 7.6713 -0.63 0.51 0.90 -0.517
N -4.7329 -25.8023 8.7111 -0.06 1.30 -0.01 -0.394
H -2.9339 -28.2205 7.7481 0.08 -0.02 -0.04 0.255
H -4.6454 -28.0702 7.6981 1.21 0.66 0.02 0.177
H -5.5702 -26.3649 8.5698 0.41 0.65 -0.16 0.235
H -4.7863 -24.7908 8.4794 -0.55 -0.72 0.46 0.153
C -5.3283 -22.7962 6.5778 0.27 0.45 -0.22 0.454
O -5.6825 -23.2168 7.6983 0.20 -0.46 -0.85 -0.536
N -4.0531 -22.3883 6.3338 -0.09 0.65 -1.35 -0.091
N -6.1900 -22.6842 5.5222 0.46 0.76 -0.08 -0.468
H -3.2956 -22.7173 6.8989 0.36 -0.08 0.46 0.230
H -3.8195 -21.9677 5.4126 -0.30 -0.65 1.03 0.030
H -7.1466 -22.7912 5.8501 -0.23 0.26 -0.30 0.594
H -5.9595 -21.9691 4.7945 -0.39 -1.06 1.03 0.138
C -0.9290 -22.8109 8.9623 -0.88 -1.14 -1.69 0.506
O -0.4011 -21.7275 9.0004 0.74 0.89 -0.19 -0.645
N -1.2915 -23.4319 7.6969 0.36 0.39 1.39 -0.455
N -1.2997 -23.4626 10.0880 -0.16 -0.15 -0.24 -0.160
H -1.4980 -24.4510 7.7294 0.37 1.07 -0.12 0.315
H -0.7344 -23.0546 6.9187 -0.40 -0.48 0.75 0.207
H -1.7880 -24.3274 10.0768 -0.19 -0.70 -0.34 0.132
H -0.8744 -23.1782 10.9423 0.10 0.45 0.48 0.208
C -1.6812 -20.5842 14.3338 -1.75 0.80 0.46 -1.305
C -1.1021 -20.1665 13.0163 -0.79 0.30 -1.11 1.489
C -0.4393 -18.7904 13.0242 -0.45 0.78 1.02 -0.771
O -1.2439 -17.8347 13.7762 0.19 -1.25 -0.79 -0.336
C -0.7686 -16.5056 13.7180 0.47 -2.27 -0.14 -1.017
N -0.1735 -21.2126 12.5492 0.57 1.06 0.29 -0.628
H -2.0484 -21.6227 14.2571 0.01 0.58 0.14 0.409
H -2.4973 -19.8505 14.5646 0.25 -0.94 -0.23 -0.074
H -1.0747 -20.4677 15.2155 0.94 -0.21 0.12 0.346
H -1.9695 -20.0523 12.2979 0.84 -0.55 0.54 -0.788
H -0.2813 -18.3819 12.0402 -0.23 -0.02 -0.84 0.332
H 0.5763 -18.8851 13.4064 0.21 0.10 0.72 0.446
H -0.4212 -16.2382 12.7681 0.52 0.32 -1.82 0.436
H 0.0360 -16.4335 14.3793 1.36 0.58 1.30 0.385
H -1.5473 -15.8828 13.9584 -1.79 1.53 0.88 0.255
H 0.1104 -20.9552 11.5974 0.21 -0.28 0.26 0.303
H 0.6445 -21.0638 13.1847 -0.52 -0.61 -1.00 0.320
C -9.2162 -15.5552 10.0985 0.18 -0.48 0.84 -1.203
C -9.6944 -16.0499 8.7632 0.18 2.66 -1.07 0.543
C -9.9451 -17.5037 8.9388 -0.78 -0.22 -2.45 -0.625
O -10.2848 -18.1611 7.7117 -0.74 0.60 0.00 -0.369
C -9.3125 -18.4781 6.7591 -0.21 -2.15 0.07 -0.536
N -10.8797 -15.2505 8.3242 2.09 -0.37 -0.51 -0.679
H -8.9248 -14.5144 10.1114 -0.24 0.27 -0.03 0.412
H -8.3239 -16.1396 10.3325 0.08 0.11 0.29 0.065
H -9.9655 -15.7835 10.8891 0.37 0.36 -0.35 0.346
H -8.9273 -15.7255 8.0183 -0.18 -0.98 0.38 0.264
H -10.9041 -17.4997 9.4569 0.30 -0.70 0.71 0.278
H -9.1078 -18.0163 9.3715 0.30 -0.36 0.77 0.314
H -8.5915 -19.1742 7.1928 0.31 -0.13 0.19 0.118
H -8.7209 -17.7400 6.2441 -0.22 1.11 0.03 0.301
H -9.8684 -19.0902 6.0197 0.42 0.52 0.12 0.275
H -11.5821 -15.3579 9.0070 -1.42 -0.14 0.30 0.239
H -11.1314 -15.4456 7.3545 -0.36 -0.19 0.76 0.242
C -1.4028 -19.8082 4.1254 -0.34 -1.73 0.09 -1.170
C -2.3852 -18.6790 4.2641 0.53 -0.75 0.83 0.111
C -3.8034 -19.1387 4.6137 -0.34 -0.43 -0.05 0.242
O -4.2989 -20.2793 3.9075 0.91 0.53 -1.28 -0.327
C -4.4891 -19.9687 2.4830 -1.21 0.07 1.90 -0.941
N -1.9136 -17.7396 5.2495 0.38 -0.75 0.48 -0.667
H -1.6695 -20.3252 3.1935 -0.03 -0.65 0.52 0.284
H -1.3417 -20.4835 5.0132 -0.54 0.19 -0.65 0.057
H -0.3787 -19.5516 3.9733 0.63 1.05 -0.07 0.429
H -2.3746 -18.2454 3.3008 -0.22 1.07 -1.03 0.532
H -4.5008 -18.3263 4.3768 0.03 0.27 0.43 0.282
H -3.8495 -19.4034 5.6860 -0.04 0.18 -0.36 -0.324
H -3.6497 -19.6314 1.8861 0.52 0.13 0.45 0.332
H -5.3149 -19.2271 2.4527 0.46 -0.28 -0.34 0.343
H -4.8202 -20.9066 2.1125 -0.42 -0.66 -0.74 0.307
H -2.1291 -18.1240 6.1792 0.04 0.82 -0.59 -0.031
H -2.3154 -16.8445 5.1046 -0.50 0.82 0.43 0.298
C -5.4316 -15.0718 12.4475 -1.57 0.10 1.78 -1.685
C -4.4152 -15.9997 13.1094 0.68 1.48 0.62 0.629
C -4.8977 -16.7302 14.3733 0.40 1.11 -0.65 -0.768
O -5.7275 -17.7315 13.8895 -1.19 -2.13 1.38 -0.253
C -5.7178 -18.9172 14.7604 1.03 0.97 -0.63 -0.435
N -3.9158 -16.8939 12.1219 -1.74 -1.79 -1.37 0.209
H -5.0429 -14.7393 11.5077 -0.15 0.08 -0.55 0.445
H -5.6428 -14.1616 13.0553 0.30 -0.53 -0.20 0.400
H -6.4366 -15.5797 12.3866 1.04 0.35 -0.49 0.229
H -3.5278 -15.3970 13.3899 -0.55 0.07 0.12 0.228
H -5.3525 -16.0296 15.0943 -0.39 -0.23 -0.23 0.380
H -4.0347 -17.1366 14.8788 0.52 -0.42 0.16 0.388
H -6.2762 -19.7349 14.3240 -0.54 0.27 -0.23 0.249
H -6.0552 -18.6799 15.7802 -0.03 -0.03 -0.34 0.351
H -4.6764 -19.2845 14.7874 -0.25 0.21 0.28 -0.038
H -2.9798 -17.1394 12.3060 1.05 -0.76 0.34 0.124
H -4.5357 -17.7540 12.0818 1.26 1.37 0.02 -0.319
C -5.7378 -19.7259 10.4271 -1.86 -0.56 0.09 -1.131
C -4.9132 -20.6162 9.4668 -0.80 -0.65 -0.04 1.618
C -3.4797 -20.1739 9.2264 -0.21 1.26 1.00 0.727
O -3.4081 -18.8719 8.6280 -1.10 -0.75 -0.19 1.063
C -2.1112 -18.3474 8.6392 0.04 -0.10 0.00 -0.952
N -4.8577 -22.0006 10.0798 -2.11 0.16 -2.17 -0.596
H -5.2148 -19.6172 11.3522 0.58 -0.28 0.88 -0.106
H -6.7369 -20.2815 10.7158 1.89 1.16 -0.80 0.143
H -5.9592 -18.6630 10.1728 0.10 -0.85 -0.57 0.188
H -5.4138 -20.6669 8.4689 0.22 -0.10 0.73 -0.150
H -3.0317 -20.9259 8.5892 0.59 -0.08 -0.03 -0.440
H -2.9602 -20.0463 10.2225 -0.22 -0.69 -0.80 -1.247
H -1.5038 -18.8241 7.8190 0.12 0.08 1.46 0.473
H -1.7663 -18.3748 9.7070 0.59 -0.25 -1.10 -0.355
H -2.2321 -17.3134 8.3675 0.14 0.62 -0.10 0.449
H -4.9075 -22.7794 9.3709 -0.05 1.64 0.74 0.167
H -3.9991 -22.0947 10.5095 2.22 -0.28 1.39 0.398
```
Forces are in eV/Å.

## Properties
Kohn-Sham gap: 9.48 eV
Energy above the lowest of the compared OMol25 structures with the same formula, charge and spin: 52.2 kcal per mole
SMILES string: COC[C@H](C)N.COC[C@H](C)N.COC[C@H](C)N.COC[C@H](C)N.COC[C@H](C)N.NC(N)=O.NC(N)=O.NC(N)=O.NC(N)=O.NC(N)=O

=====

E list, top to bottom, in eV: -66022.777, -69969.524
Highest occupied orbital energy list, top to bottom, in eV: -9.8924, -8.9611
Lowest unoccupied orbital energy list, top to bottom, in eV: 0.1, 0.5